[1]
{
  "formula": "C5H15N2",
  "method": "ωB97M-V with the def2-TZVPD basis set",
  "total_charge": 1,
  "homo_lumo_gap_ha": 0.413,
  "de_lowest_kj_mol": 52.5,
  "lumo_energy_ev": -2.8,
  "molar_mass_g_mol": 103.189,
  "homo_ha": -0.51415,
  "e_tot_ha": -308.77269,
  "smiles": "CC[NH2+]C[C@H](C)N",
  "largest_force_ev_per_a": 1.936,
  "elements": ["H", "C", "H", "C", "C", "N", "H", "H", "H", "H", "H", "H", "H", "H", "H", "H", "H", "C", "C", "N", "H", "H"],
  "coordinates": [[0.513, 0.830, 0.706], [-0.586, -0.458, -0.558], [-1.313, 2.521, 0.927], [1.524, -1.797, -0.570], [-1.165, 0.947, 2.364], [1.306, 0.207, -1.939], [1.677, -1.260, 0.370], [0.175, -1.668, -2.178], [-0.210, 1.268, 2.783], [-1.177, -0.147, 2.389], [1.053, 0.425, -2.892], [-2.325, 1.093, 0.570], [1.240, -2.830, -0.369], [-0.909, -1.058, 0.296], [-1.992, 1.221, 3.013], [0.000, 1.511, -0.693], [2.521, -1.939, -0.999], [0.562, -0.976, -1.435], [-1.365, 1.434, 0.951], [-0.269, 0.878, 0.061], [2.271, 0.087, -1.719], [-1.531, -0.288, -1.075]],
  "nbo_charge": [0.426, -0.221, 0.233, -0.627, -0.642, -0.883, 0.190, 0.224, 0.222, 0.218, 0.397, 0.225, 0.246, 0.226, 0.263, 0.462, 0.235, -0.085, -0.221, -0.504, 0.392, 0.224]
}



[2]
{
  "formula": "C47H49N8O3PScSe2Si",
  "method": "ωB97M-V with the def2-TZVPD basis set",
  "total_charge": -1,
  "homo_lumo_gap_ha": 0.265,
  "de_lowest_kj_mol": 70.7,
  "lumo_energy_ev": 2.2,
  "molar_mass_g_mol": 1035.898,
  "homo_ha": -0.18262,
  "e_tot_ha": -8678.82345,
  "largest_force_ev_per_a": 0.851,
  "elements": ["C", "H", "C", "C", "C", "O", "C", "H", "C", "H", "C", "Si", "C", "N", "H", "C", "C", "N", "C", "P", "C", "H", "Se", "C", "C", "O", "C", "C", "C", "N", "H", "H", "H", "C", "C", "H", "H", "H", "H", "H", "H", "C", "C", "C", "H", "C", "Sc", "C", "C", "C", "H", "H", "H", "H", "N", "H", "H", "N", "H", "H", "N", "H", "O", "H", "C", "C", "C", "N", "C", "C", "H", "C", "H", "H", "Se", "H", "C", "H", "H", "C", "H", "H", "H", "H", "H", "C", "H", "H", "H", "H", "C", "C", "C", "C", "H", "C", "H", "C", "C", "H", "N", "H", "H", "C", "C", "H", "C", "C", "C", "H", "H", "H"],
  "coordinates": [[2.897, -3.261, -0.303], [-0.368, 6.143, 1.175], [3.689, 1.694, -4.613], [-2.166, 0.973, 6.060], [5.298, 2.761, 0.941], [2.515, 1.529, -3.858], [-3.569, -2.291, 3.496], [-2.455, 1.793, 8.016], [3.016, -2.069, -3.636], [-8.172, -2.125, 0.375], [1.513, 3.435, -4.988], [2.078, -1.668, -0.945], [-4.866, -1.797, -0.272], [-3.625, 1.196, -1.939], [-4.504, 0.865, 3.626], [3.461, -0.362, -0.683], [-7.280, -0.504, -0.714], [-0.367, 2.318, 0.119], [-2.915, 1.577, 7.060], [-1.755, -0.157, 3.521], [1.636, -2.325, -5.583], [-0.135, -2.185, -0.104], [-2.580, 0.434, 1.614], [0.001, 2.517, 1.387], [3.306, -3.305, 1.033], [0.283, 1.073, -2.543], [-4.815, 1.639, 5.599], [-1.727, -4.195, 4.309], [4.083, -5.565, 0.790], [-0.617, 4.307, 0.628], [-3.037, 3.054, -3.450], [0.653, -0.939, 0.870], [4.665, 0.167, 1.388], [3.891, -4.437, 1.578], [4.223, 2.196, 1.873], [4.605, 2.118, 2.893], [0.429, 5.061, -5.892], [-0.252, -2.018, -2.796], [3.822, -6.424, -1.156], [6.266, 2.326, 1.206], [-0.314, -2.570, 4.350], [1.898, -1.964, -2.808], [0.646, -2.075, -3.409], [-2.736, 0.695, 4.824], [4.192, -4.443, 2.618], [-3.608, -0.016, -1.448], [-0.815, 0.325, -1.084], [0.509, -2.247, -4.780], [3.774, 0.820, 1.400], [-7.252, -1.699, -0.007], [-3.911, -2.267, -0.085], [-1.126, 0.721, 6.226], [-1.688, 4.507, -4.740], [3.070, 0.374, 2.112], [3.165, 0.863, 0.068], [5.211, 3.303, -1.174], [-5.846, 1.906, 5.409], [-2.324, 1.531, -2.289], [3.484, 1.621, -5.686], [-6.013, -3.269, 0.775], [-0.782, 3.479, -0.347], [3.147, -2.440, 1.668], [-2.541, -0.742, -1.333], [-3.342, -5.599, 4.174], [-6.105, 0.046, -1.198], [4.972, 2.451, -0.532], [0.276, 2.065, -3.392], [-0.975, 5.645, 0.528], [1.467, 2.365, -4.117], [-2.159, 2.503, -3.104], [-0.775, 5.923, -0.429], [-6.043, -2.344, 0.214], [4.281, -0.888, -0.175], [-4.821, 2.390, 7.611], [0.334, 0.081, 3.919], [5.390, 3.840, 1.097], [3.095, -4.407, -1.071], [3.369, 2.869, 1.920], [3.780, -2.320, -5.625], [-0.793, 3.926, -4.557], [4.171, 2.655, -4.402], [1.535, -2.453, -6.654], [4.352, 0.884, -4.320], [2.876, 2.904, -0.334], [-4.281, -1.558, 3.139], [-2.253, -1.911, 3.755], [0.343, 1.737, 2.046], [3.229, 1.898, -1.714], [4.539, -6.452, 1.211], [5.579, 1.612, -0.885], [-4.240, 1.911, 6.833], [3.499, 2.070, -0.676], [-0.864, 2.849, -3.656], [-4.067, 1.039, 4.600], [-8.222, 0.002, -0.885], [-1.336, -2.870, 4.161], [2.427, 3.667, -5.514], [0.378, 4.229, -5.203], [0.481, -1.275, -0.166], [2.786, -4.413, -2.111], [-0.137, 3.791, 1.736], [-0.478, -2.311, -5.220], [-1.001, -4.937, 4.613], [3.681, -5.547, -0.536], [-4.892, -0.600, -0.978], [3.862, -0.095, -1.667], [-3.038, -4.566, 4.061], [2.895, -2.247, -5.005], [-3.960, -3.608, 3.656], [-6.106, 0.981, -1.740], [4.009, -2.009, -3.201], [-4.985, -3.891, 3.452]],
  "mulliken_charge": [0.391, 0.302, -1.245, -0.552, -0.682, 0.212, -0.404, 0.383, -0.102, 0.386, -0.737, -0.443, -0.411, -1.035, 0.267, -1.371, -0.652, 0.887, -0.559, 0.533, -0.612, 0.662, -0.236, -0.469, -0.206, 0.331, -0.795, -0.627, -0.456, 1.192, 0.253, -0.164, 0.399, -0.793, -0.919, 0.464, 0.386, 0.371, 0.384, 0.321, 0.245, 0.449, -0.467, 0.693, 0.414, 0.120, -0.314, -0.474, -0.411, -0.431, 0.416, 0.310, 0.389, 0.073, 1.025, 0.516, 0.394, 0.837, 0.377, 0.404, -0.415, 0.425, -0.538, 0.369, -0.244, -0.853, 0.373, -0.744, 0.336, -1.114, 0.271, -0.597, 0.757, 0.358, -0.669, 0.320, -0.287, 0.187, 0.401, -0.822, 0.389, 0.348, 0.268, 0.238, 0.256, 0.720, 0.259, -0.841, 0.360, 0.262, -0.433, 0.415, 1.128, -0.234, 0.392, -0.300, 0.476, -1.045, -0.048, 0.319, -1.126, 0.425, 0.393, -0.754, 0.547, 0.399, -0.457, -0.734, -0.688, 0.463, 0.466, 0.399]
}



[3]
{
  "formula": "C17H20AgN9O3",
  "method": "ωB97M-V with the def2-TZVPD basis set",
  "homo_lumo_gap_ha": 0.229,
  "de_lowest_kj_mol": 66.3,
  "lumo_energy_ev": -0.1,
  "molar_mass_g_mol": 506.275,
  "homo_ha": -0.23395,
  "e_tot_ha": -1525.12373,
  "largest_force_ev_per_a": 3.805,
  "elements": ["H", "H", "C", "N", "H", "H", "N", "N", "N", "H", "H", "C", "C", "C", "C", "H", "O", "C", "H", "H", "C", "Ag", "H", "N", "C", "C", "H", "N", "N", "C", "H", "H", "C", "O", "N", "C", "O", "H", "H", "H", "H", "H", "H", "C", "C", "C", "C", "C", "N", "H"],
  "coordinates": [[2.486, 2.400, -2.948], [-0.494, 3.137, -1.178], [2.432, 3.202, 4.602], [1.521, 0.585, -1.064], [-3.016, -3.338, -0.814], [2.640, 3.859, 5.458], [0.002, 2.309, -0.850], [-2.899, -3.774, -1.740], [-0.731, 1.402, -0.107], [1.223, 3.472, -2.706], [-2.444, -2.282, -6.078], [1.135, -0.843, 5.210], [-2.865, -2.785, -2.702], [0.113, -2.297, 3.074], [1.197, -0.339, 3.899], [-1.601, 0.952, -5.040], [3.106, 0.417, -2.726], [-2.201, 0.182, -5.517], [-1.730, -0.198, -6.407], [1.685, 1.450, 5.795], [-2.490, -0.468, -3.220], [1.457, -0.332, 0.907], [3.395, 4.455, 3.103], [1.996, 1.416, 2.445], [2.852, 3.521, 3.299], [2.519, 2.620, 2.263], [-0.277, -2.909, 2.270], [1.768, 2.778, -2.298], [-2.733, -1.506, -2.354], [1.667, 1.021, 3.714], [1.518, -0.271, 6.043], [-0.594, -3.663, 4.547], [-0.069, -2.745, 4.393], [-2.297, 0.700, -2.892], [-2.459, -0.898, -4.576], [-2.940, -3.166, -4.113], [2.579, -1.344, -1.464], [-3.148, 0.656, -5.809], [2.706, 2.846, 1.192], [0.274, -2.352, 6.505], [-3.163, -4.162, -4.515], [-3.572, -4.499, -1.931], [-1.468, 1.849, 0.430], [-2.626, -2.159, -5.012], [1.872, 1.920, 4.811], [0.805, -1.116, 2.788], [0.486, -2.055, 5.463], [1.108, 1.801, -1.553], [2.450, -0.153, -1.848], [-1.178, 0.704, -0.748]],
  "nbo_charge": [0.434, 0.385, -0.169, -0.523, 0.405, 0.218, -0.406, -0.772, -0.644, 0.388, 0.218, -0.182, 0.465, -0.263, -0.175, 0.242, -0.434, -0.410, 0.200, 0.217, 0.768, 0.699, 0.218, -0.493, -0.292, 0.051, 0.193, -0.785, -0.587, 0.221, 0.187, 0.197, -0.213, -0.662, -0.407, -0.387, -0.365, 0.205, 0.187, 0.204, 0.234, 0.388, 0.375, 0.106, -0.246, -0.358, -0.253, 0.619, 0.615, 0.390]
}



[4]
{
  "formula": "C3H5N3O",
  "method": "ωB97M-V with the def2-TZVPD basis set",
  "homo_lumo_gap_ha": [0.308, 0.308],
  "de_lowest_kj_mol": 572.7,
  "lumo_energy_ev": [-1.3, -1.3],
  "molar_mass_g_mol": 99.093,
  "homo_ha": [-0.35575, -0.35571],
  "e_tot_ha": -356.63923,
  "largest_force_ev_per_a": 1.031,
  "elements": ["H", "N", "O", "H", "C", "N", "H", "C", "N", "H", "C", "H"],
  "coordinates": [[-1.812, -1.076, -0.299], [0.787, -1.026, 0.592], [-2.757, 0.788, -0.137], [-2.603, 1.087, -1.043], [-0.395, 0.471, -0.123], [2.511, 0.503, -0.121], [2.278, -1.560, 0.668], [1.905, -0.531, 0.283], [0.269, 1.311, -0.614], [3.341, 0.414, -0.691], [-1.732, -0.103, 0.205], [-1.791, -0.279, 1.281]],
  "nbo_charge": [0.207, -0.363, -0.683, 0.475, 0.198, -0.648, 0.355, 0.212, -0.240, 0.388, -0.128, 0.227]
}



Repeat the fourth record exactly.
{
  "formula": "C3H5N3O",
  "method": "ωB97M-V with the def2-TZVPD basis set",
  "homo_lumo_gap_ha": [0.308, 0.308],
  "de_lowest_kj_mol": 572.7,
  "lumo_energy_ev": [-1.3, -1.3],
  "molar_mass_g_mol": 99.093,
  "homo_ha": [-0.35575, -0.35571],
  "e_tot_ha": -356.63923,
  "largest_force_ev_per_a": 1.031,
  "elements": ["H", "N", "O", "H", "C", "N", "H", "C", "N", "H", "C", "H"],
  "coordinates": [[-1.812, -1.076, -0.299], [0.787, -1.026, 0.592], [-2.757, 0.788, -0.137], [-2.603, 1.087, -1.043], [-0.395, 0.471, -0.123], [2.511, 0.503, -0.121], [2.278, -1.560, 0.668], [1.905, -0.531, 0.283], [0.269, 1.311, -0.614], [3.341, 0.414, -0.691], [-1.732, -0.103, 0.205], [-1.791, -0.279, 1.281]],
  "nbo_charge": [0.207, -0.363, -0.683, 0.475, 0.198, -0.648, 0.355, 0.212, -0.240, 0.388, -0.128, 0.227]
}